Entry 1:
Entry from OMol25: a structure of composition C11H24BNO2 in a non-equilibrium geometry (ωB97M-V with the def2-TZVPD basis set).

ORCA input file:
```
! wB97M-V def2-TZVPD RIJCOSX def2/J DEFGRID3
* xyz 0 1
O -0.690 -0.953 -1.022
O 1.660 -0.478 -0.410
B 0.333 -0.817 -0.064
N 0.891 -1.370 2.152
C -1.054 0.549 4.222
C -2.661 1.874 2.902
C -0.426 1.195 -2.325
C -0.383 -1.064 -3.418
C 2.513 0.764 -2.257
C 2.274 -1.707 -2.288
C -0.296 -0.990 1.392
C -0.909 0.440 1.649
C -1.844 0.564 2.903
C -0.008 -0.305 -2.118
C 1.605 -0.427 -1.820
H 1.721 -0.866 1.737
H 1.153 -2.376 2.085
H -0.604 -0.433 4.435
H -1.674 0.907 5.088
H -0.263 1.251 4.258
H -3.065 2.121 1.892
H -3.529 1.682 3.618
H -2.044 2.664 3.287
H -1.457 1.217 -2.424
H -0.317 1.886 -1.520
H 0.122 1.625 -3.237
H -0.360 -2.131 -3.161
H -1.350 -0.790 -3.764
H 0.340 -0.919 -4.262
H 2.489 0.803 -3.336
H 3.621 0.520 -2.035
H 2.184 1.727 -1.787
H 2.588 -1.658 -3.292
H 3.186 -1.964 -1.674
H 1.518 -2.514 -2.121
H -1.060 -1.741 1.332
H -1.555 0.725 0.792
H -0.077 1.202 1.705
H -2.573 -0.211 2.886
*
```

Summary:
E (a.u.): -663.6544
Gap between HOMO and LUMO (eV): 8.63
Energy above the lowest of the compared OMol25 structures with the same formula, charge and spin (kJ/mol): 59.0

---

Entry 2:
Entry from OMol25: the molecule C4H6N2S in a non-equilibrium geometry (ωB97M-V with the def2-TZVPD basis set).

ORCA input file:
```
! wB97M-V def2-TZVPD RIJCOSX def2/J DEFGRID3
* xyz 0 1
C 1.355 0.846 1.790
C 0.639 -0.271 1.610
C -0.127 -0.532 0.354
S -1.436 -1.526 0.491
N 0.290 0.115 -0.756
N -0.396 0.350 -1.900
C -1.480 -0.297 -2.285
H 1.884 0.917 2.737
H 1.287 1.714 1.169
H 0.622 -0.968 2.478
H 1.170 0.692 -0.647
H -1.945 -1.203 -1.810
H -1.864 0.165 -3.232
*
```

Summary:
SMILES: C=CC(=S)NN=C
E (a.u.): -663.6234
Gap between HOMO and LUMO (eV): 8.15
Energy above the lowest of the compared OMol25 structures with the same formula, charge and spin (kJ/mol): 275.9

---

Entry 3:
Entry from OMol25: the molecule C9H8FNO in a non-equilibrium geometry (ωB97M-V with the def2-TZVPD basis set).

ORCA input file:
```
! wB97M-V def2-TZVPD RIJCOSX def2/J DEFGRID3
* xyz 0 1
O -3.319 1.856 0.790
C -2.822 0.699 0.284
C -1.890 0.536 -0.586
N -1.191 0.099 -1.509
C 0.105 -0.666 -1.328
C 1.016 0.542 -1.592
C 1.732 0.913 -0.540
C 1.561 0.491 0.834
C 0.857 -0.587 1.133
C 0.145 -1.319 0.038
C -0.664 -2.320 0.337
F -1.489 -2.893 -0.570
H -2.492 2.473 0.942
H -3.246 -0.253 0.560
H 0.176 -1.352 -2.140
H 1.152 0.868 -2.578
H 2.273 1.839 -0.418
H 2.342 0.925 1.478
H 0.750 -1.077 2.076
H -0.742 -2.732 1.269
*
```

Summary:
SMILES: OC=C=N[C@H]1C=CC=C/C1=C/F
E (a.u.): -577.4379
Gap between HOMO and LUMO (eV): 8.16
Energy above the lowest of the compared OMol25 structures with the same formula, charge and spin (kJ/mol): 563.1

---

Entry 4:
Entry from OMol25: the ion C7H14N3O4 with charge +1 in a non-equilibrium geometry (ωB97M-V with the def2-TZVPD basis set).

ORCA input file:
```
! wB97M-V def2-TZVPD RIJCOSX def2/J DEFGRID3
* xyz 1 1
C -2.695 1.528 0.290
C -1.756 0.825 -0.616
O -2.230 0.468 -1.701
N -0.474 0.542 -0.232
C 0.358 1.329 0.673
N 1.694 1.531 0.105
C 2.440 0.333 -0.109
O 3.678 0.459 -0.567
N 1.590 -0.645 -1.052
C 0.076 -0.764 -0.602
O -0.576 -1.233 -1.650
C 0.112 -1.867 0.548
C -1.083 -2.034 1.391
O 1.036 -2.607 0.423
H -2.145 2.336 0.772
H -3.089 0.747 0.998
H -3.527 1.937 -0.322
H 0.602 0.872 1.731
H -0.124 2.314 0.838
H 1.490 2.043 -0.776
H 2.431 -0.126 1.003
H 3.814 1.098 -1.322
H 1.695 -0.312 -1.941
H 1.942 -1.556 -0.721
H -1.217 -0.597 -1.920
H -1.484 -1.177 1.913
H -0.762 -2.797 2.122
H -1.795 -2.645 0.723
*
```

Summary:
SMILES: CC(=O)N1CN[C@H](O)[NH2+][C@@]1(O)C(C)=O
E (a.u.): -740.0731
Gap between HOMO and LUMO (eV): 10.64
Energy above the lowest of the compared OMol25 structures with the same formula, charge and spin (kJ/mol): 180.9

---

- gap between HOMO and LUMO of number 4 (C7H14N3O4)?
  10.64 eV